1.
Molecular formula: C4H8N2
Method: DFT, wB97M-V/def2-TZVPD

Summary:
Lowest unoccupied orbital energy ... 0.7 eV
Energy ... -7252.27430 eV
Structure (SMILES) ... C/C=N\N.C#C
Relative energy (zero: lowest compared OMol25 entry of this formula, charge and spin) ... 129.2 kcal/mol
Highest occupied orbital energy ... -0.31939 Eh
Gap between HOMO and LUMO ... 9.41 eV
Strongest force on any atom ... 0.039 Eh/bohr

Geometry as ORCA input:
```
! wB97M-V def2-TZVPD RIJCOSX def2/J DEFGRID3
* xyz 0 1
C 0.01764 -0.92934 -1.41403
C 1.04232 -0.05097 -0.71597
N 1.61140 -0.36413 0.45904
N 0.79030 -0.84813 1.35509
H 0.51571 -1.78024 -1.88762
H -0.49993 -0.35810 -2.18256
H -0.73040 -1.30433 -0.71609
H 1.74480 0.43886 -1.38317
H -0.20835 -0.17688 1.29311
H 1.22687 -0.78702 2.27338
C -0.91041 1.11016 0.80658
C -1.88960 1.79487 0.99788
H 0.06100 0.89697 -0.05986
H -2.77134 2.35828 1.17422
*
```

***

2.
Molecular formula: C4H8N2
Method: DFT, wB97M-V/def2-TZVPD

Summary:
Lowest unoccupied orbital energy ... 0.8 eV
Energy ... -7257.20574 eV
Structure (SMILES) ... [H]/N=C(/N)C(=C)C
Relative energy (zero: lowest compared OMol25 entry of this formula, charge and spin) ... 15.4 kcal/mol
Highest occupied orbital energy ... -0.34542 Eh
Gap between HOMO and LUMO ... 10.23 eV
Strongest force on any atom ... 0.063 Eh/bohr

Geometry as ORCA input:
```
! wB97M-V def2-TZVPD RIJCOSX def2/J DEFGRID3
* xyz 0 1
H -2.01141 0.89126 0.02206
N -1.71790 0.30835 -0.75698
C -0.51115 -0.13912 -0.60770
N 0.02571 -1.08904 -1.54158
C 0.48980 0.25067 0.51303
C 1.84313 0.04462 0.32324
C -0.13519 0.73419 1.80584
H 0.53556 -1.77475 -1.00598
H -0.71381 -1.53954 -2.02665
H 2.13206 -0.35349 -0.62083
H 2.58042 0.30215 1.09102
H -0.87836 0.00759 2.19747
H -0.56680 1.71847 1.69726
H 0.64826 0.87095 2.52909
*
```

***

3.
Molecular formula: C4H8N2
Method: DFT, wB97M-V/def2-TZVPD

Summary:
Lowest unoccupied orbital energy ... 1.1 eV
Energy ... -7255.60139 eV
Structure (SMILES) ... CC1=NNCC1
Relative energy (zero: lowest compared OMol25 entry of this formula, charge and spin) ... 52.4 kcal/mol
Highest occupied orbital energy ... -0.27399 Eh
Gap between HOMO and LUMO ... 8.59 eV
Strongest force on any atom ... 0.093 Eh/bohr

Geometry as ORCA input:
```
! wB97M-V def2-TZVPD RIJCOSX def2/J DEFGRID3
* xyz 0 1
C -2.05099 -0.27268 0.05956
C -0.63085 -0.26620 -0.09293
N 0.14463 -1.32428 -0.05789
N 1.42326 -1.08549 0.03831
C 1.71142 0.32774 0.00544
C 0.26879 0.95968 0.04095
H -2.56870 0.62664 -0.32655
H -2.50891 -0.63167 1.03455
H -2.54417 -1.01482 -0.66628
H 2.15698 -1.85826 0.13274
H 2.33517 0.66909 0.90431
H 2.11791 0.55153 -0.92316
H 0.33971 1.62953 -0.90017
H -0.19425 1.68919 0.75111
*
```

***

4.
Molecular formula: C4H8N2
Method: DFT, wB97M-V/def2-TZVPD

Summary:
Lowest unoccupied orbital energy (spin up / spin down) ... 0.5 / 0.5 eV
Energy ... -7254.69392 eV
Relative energy (zero: lowest compared OMol25 entry of this formula, charge and spin) ... 73.4 kcal/mol
Highest occupied orbital energy (spin up / spin down) ... -0.28697 / -0.28696 Eh
Gap between HOMO and LUMO (spin up / spin down) ... 8.26 / 8.26 eV
Strongest force on any atom ... 0.021 Eh/bohr

Geometry as ORCA input:
```
! wB97M-V def2-TZVPD RIJCOSX def2/J DEFGRID3
* xyz 0 1
C -0.79251 1.49536 -0.18110
N -0.02317 0.32561 0.26296
C -0.57770 -0.47202 1.14533
C 1.10714 0.07330 -0.44522
C 1.97138 -0.96399 -0.05362
N 2.67882 -1.82048 0.29677
H -1.37341 1.23254 -1.06940
H -0.10178 2.30731 -0.40725
H -1.45768 1.80344 0.62277
H -0.04858 -1.36520 1.45010
H -0.89839 -1.70017 -0.75334
H -1.51996 -0.18882 1.58971
H 1.39788 0.77208 -1.21172
H -0.36204 -1.49895 -1.24600
*
```

***

5.
Molecular formula: C4H8N2
Method: DFT, wB97M-V/def2-TZVPD

Summary:
Lowest unoccupied orbital energy ... 0.9 eV
Energy ... -7257.63846 eV
Structure (SMILES) ... CC(C)(N)C#N
Relative energy (zero: lowest compared OMol25 entry of this formula, charge and spin) ... 5.5 kcal/mol
Highest occupied orbital energy ... -0.37742 Eh
Gap between HOMO and LUMO ... 11.13 eV
Strongest force on any atom ... 0.021 Eh/bohr

Geometry as ORCA input:
```
! wB97M-V def2-TZVPD RIJCOSX def2/J DEFGRID3
* xyz 0 1
C -0.76956 1.09858 -0.51506
C -0.05117 -0.11115 0.10151
C 1.48067 0.00632 -0.06606
N -0.47569 -1.33016 -0.58599
C -0.45068 -0.16514 1.53810
N -0.83081 -0.23955 2.62912
H -1.83184 0.88455 -0.67064
H -0.31738 1.35399 -1.47610
H -0.70219 1.96699 0.14702
H 1.74740 -0.58601 -0.94632
H 2.03784 -0.37176 0.79373
H 1.79025 1.03855 -0.24794
H -0.13915 -2.14907 -0.08631
H -1.48770 -1.39617 -0.61506
*
```

***

6.
Molecular formula: C4H8N2
Method: DFT, wB97M-V/def2-TZVPD

Summary:
Lowest unoccupied orbital energy ... 0.9 eV
Energy ... -7254.43027 eV
Structure (SMILES) ... CCC1(C)N=N1
Relative energy (zero: lowest compared OMol25 entry of this formula, charge and spin) ... 79.4 kcal/mol
Highest occupied orbital energy ... -0.30856 Eh
Gap between HOMO and LUMO ... 9.33 eV
Strongest force on any atom ... 0.081 Eh/bohr

Geometry as ORCA input:
```
! wB97M-V def2-TZVPD RIJCOSX def2/J DEFGRID3
* xyz 0 1
C 1.53024 -0.11106 -1.01880
C 0.42125 0.71080 -0.33892
C -0.86585 0.02597 0.03401
C -0.82731 -0.78581 1.34421
N -2.33036 1.02754 -0.05105
N -1.99710 0.15729 -0.85083
H 2.08066 -0.84040 -0.40683
H 2.18588 0.63062 -1.29362
H 1.16410 -0.58448 -1.98204
H 0.22182 1.62883 -1.04174
H 0.79879 1.02118 0.67145
H -1.20679 -1.90099 1.24308
H -1.41048 -0.15055 2.04213
H 0.23515 -0.82893 1.64894
*
```

***

7.
Molecular formula: C4H8N2
Method: DFT, wB97M-V/def2-TZVPD

Summary:
Lowest unoccupied orbital energy ... 0.7 eV
Energy ... -7256.22777 eV
Structure (SMILES) ... CCNCC#N
Relative energy (zero: lowest compared OMol25 entry of this formula, charge and spin) ... 38.0 kcal/mol
Highest occupied orbital energy ... -0.34891 Eh
Gap between HOMO and LUMO ... 10.15 eV
Strongest force on any atom ... 0.039 Eh/bohr

Geometry as ORCA input:
```
! wB97M-V def2-TZVPD RIJCOSX def2/J DEFGRID3
* xyz 0 1
C 2.02993 0.08411 0.23576
C 0.60427 0.62338 0.30161
N -0.25021 -0.26485 -0.47674
C -1.57999 0.10024 -0.77354
C -2.44898 -0.57623 0.47124
N -2.41748 -1.58137 1.06944
H 2.37009 0.02904 -0.80364
H 2.07512 -0.92660 0.65868
H 2.72082 0.71503 0.80187
H 0.27379 0.70699 1.35092
H 0.55804 1.62925 -0.13688
H -0.31978 -1.17436 -0.03670
H -2.01100 -0.52510 -1.55296
H -1.60462 1.16046 -1.10906
*
```

***

8.
Molecular formula: C4H8N2O
Method: DFT, wB97M-V/def2-TZVPD

Summary:
Lowest unoccupied orbital energy ... 0.8 eV
Energy ... -9303.43873 eV
Structure (SMILES) ... C[C@@]12CN[C@]1(N)O2
Relative energy (zero: lowest compared OMol25 entry of this formula, charge and spin) ... 68.1 kcal/mol
Highest occupied orbital energy ... -0.31900 Eh
Gap between HOMO and LUMO ... 9.47 eV
Strongest force on any atom ... 0.006 Eh/bohr

Geometry as ORCA input:
```
! wB97M-V def2-TZVPD RIJCOSX def2/J DEFGRID3
* xyz 0 1
C 0.05174 1.49776 -1.09652
C -0.02237 0.08412 -0.62485
C 0.99973 -1.04843 -0.75293
N 0.36124 -1.76508 0.39776
C -0.55930 -0.63921 0.54172
N -1.21187 -0.36669 1.75627
O -1.31659 -0.57443 -0.63443
H 1.03827 1.92521 -0.89054
H -0.12618 1.56578 -2.17574
H -0.70403 2.10899 -0.59410
H 0.98164 -1.62486 -1.68160
H 2.02022 -0.71112 -0.54345
H 0.99670 -1.82923 1.18811
H -0.59164 0.04195 2.44550
H -1.99784 0.25354 1.60108
*
```

***

9.
Molecular formula: C4H8N2O
Method: DFT, wB97M-V/def2-TZVPD

Summary:
Lowest unoccupied orbital energy ... 0.9 eV
Energy ... -9304.31274 eV
Structure (SMILES) ... NC(=O)CN1CC1
Relative energy (zero: lowest compared OMol25 entry of this formula, charge and spin) ... 48.0 kcal/mol
Highest occupied orbital energy ... -0.33429 Eh
Gap between HOMO and LUMO ... 9.97 eV
Strongest force on any atom ... 0.008 Eh/bohr

Geometry as ORCA input:
```
! wB97M-V def2-TZVPD RIJCOSX def2/J DEFGRID3
* xyz 0 1
N 0.88038 -1.30215 -0.86206
C 1.49389 -0.75956 0.23299
O 2.52939 -1.21079 0.68541
C 0.82262 0.42592 0.93729
N -0.50184 0.91453 0.61947
C -1.66008 0.11329 0.33689
C -1.12370 1.08507 -0.66598
H 1.38620 -2.03417 -1.33782
H 0.21724 -0.77464 -1.40148
H 0.82136 0.14718 1.99797
H 1.51783 1.27081 0.86289
H -1.53849 -0.94403 0.09554
H -2.54848 0.35054 0.91873
H -0.70075 0.66710 -1.58463
H -1.59559 2.05089 -0.83522
*
```

***

10.
Molecular formula: C4H8N2O
Method: DFT, wB97M-V/def2-TZVPD

Summary:
Lowest unoccupied orbital energy ... 0.9 eV
Energy ... -9303.58809 eV
Structure (SMILES) ... C/N=C(\N)C(C)=O
Relative energy (zero: lowest compared OMol25 entry of this formula, charge and spin) ... 64.7 kcal/mol
Highest occupied orbital energy ... -0.31807 Eh
Gap between HOMO and LUMO ... 9.54 eV
Strongest force on any atom ... 0.129 Eh/bohr

Geometry as ORCA input:
```
! wB97M-V def2-TZVPD RIJCOSX def2/J DEFGRID3
* xyz 0 1
C -1.27506 1.43649 1.54361
N -0.72570 0.00572 0.65073
C 0.21735 0.40343 -0.02260
N 0.96522 1.47765 -0.32331
C 0.81442 -1.00035 -1.01895
C 0.19697 -2.34771 -0.80002
O 1.68293 -0.76104 -1.81563
H -2.06129 0.98723 2.14045
H -1.67224 2.18623 0.85987
H -0.48075 1.83511 2.17393
H 1.60953 1.36540 -1.09346
H 0.64610 2.39820 -0.07668
H -0.84624 -2.30060 -1.11012
H 0.72102 -3.11360 -1.37232
H 0.20774 -2.57216 0.26452
*
```

***

11.
Molecular formula: C4H8N2O
Method: DFT, wB97M-V/def2-TZVPD

Summary:
Lowest unoccupied orbital energy (spin up / spin down) ... 0.9 / 0.9 eV
Energy ... -9301.75562 eV
Relative energy (zero: lowest compared OMol25 entry of this formula, charge and spin) ... 106.9 kcal/mol
Highest occupied orbital energy (spin up / spin down) ... -0.27219 / -0.27216 Eh
Gap between HOMO and LUMO (spin up / spin down) ... 8.33 / 8.33 eV
Strongest force on any atom ... 0.008 Eh/bohr

Geometry as ORCA input:
```
! wB97M-V def2-TZVPD RIJCOSX def2/J DEFGRID3
* xyz 0 1
N 2.19702 -1.16740 -1.87955
C 1.09830 -1.18857 -1.08087
O 0.92178 -1.98706 -0.17755
C 0.12687 1.35375 1.53516
N -0.72293 0.94796 0.65564
C -1.76784 -0.05194 0.50304
C -1.41326 0.99887 -0.49314
H 2.92134 -1.85688 -1.74729
H 2.29042 -0.49150 -2.61950
H 0.32684 0.72650 2.39410
H 0.64577 2.29255 1.37889
H -1.42658 -1.07521 0.34342
H -2.57187 0.06535 1.23800
H 0.36699 -0.39691 -1.32875
H -1.96850 1.87376 -0.81057
*
```

***

12.
Molecular formula: C4H8N2O
Method: DFT, wB97M-V/def2-TZVPD

Summary:
Lowest unoccupied orbital energy ... 0.9 eV
Energy ... -9302.21644 eV
Relative energy (zero: lowest compared OMol25 entry of this formula, charge and spin) ... 96.3 kcal/mol
Highest occupied orbital energy ... -0.34309 Eh
Gap between HOMO and LUMO ... 10.21 eV
Strongest force on any atom ... 0.013 Eh/bohr

Geometry as ORCA input:
```
! wB97M-V def2-TZVPD RIJCOSX def2/J DEFGRID3
* xyz 0 1
N -1.89669 -0.17492 -0.30739
C -0.68167 -0.48878 0.44113
C 0.42973 -1.02115 -0.49147
C 1.32233 0.18883 -0.80442
O 1.47038 0.79809 0.47736
C -0.15053 0.81900 0.97119
N -0.34541 1.97636 1.26108
H -2.45550 -1.01484 -0.42121
H -2.46011 0.49621 0.20702
H -0.84456 -1.17930 1.28256
H 0.00334 -1.47662 -1.39095
H 1.02707 -1.77110 0.03725
H 0.82456 0.87408 -1.50325
H 2.30002 -0.09727 -1.20038
H 0.95699 1.88283 0.74732
*
```

***

13.
Molecular formula: C4H8N2O
Method: DFT, wB97M-V/def2-TZVPD

Summary:
Lowest unoccupied orbital energy ... 0.9 eV
Energy ... -9304.22021 eV
Structure (SMILES) ... CN1CC1.N=C=O
Relative energy (zero: lowest compared OMol25 entry of this formula, charge and spin) ... 50.1 kcal/mol
Highest occupied orbital energy ... -0.36395 Eh
Gap between HOMO and LUMO ... 10.81 eV
Strongest force on any atom ... 0.015 Eh/bohr

Geometry as ORCA input:
```
! wB97M-V def2-TZVPD RIJCOSX def2/J DEFGRID3
* xyz 0 1
C -0.06000 -1.25500 -0.66651
N 0.57125 -0.20548 0.12265
C 1.14544 -0.57061 1.40228
C -0.09789 0.23520 1.33783
H -0.51197 -0.80419 -1.55653
H -0.84184 -1.80271 -0.11957
H 0.70500 -1.96278 -0.99780
H 1.04929 -1.60818 1.72067
H 2.09673 -0.10029 1.63682
H -1.02828 -0.26033 1.61428
H -0.07356 1.30588 1.52912
N 0.02239 1.89816 -1.65764
C -1.19009 1.89959 -1.62703
O -2.36237 1.97176 -1.66976
H 0.57591 1.25898 -1.06880
*
```

***

14.
Molecular formula: C4H8N2O
Method: DFT, wB97M-V/def2-TZVPD

Summary:
Lowest unoccupied orbital energy ... 0.9 eV
Energy ... -9304.73720 eV
Structure (SMILES) ... C[C@@]1(C(N)=O)CN1
Relative energy (zero: lowest compared OMol25 entry of this formula, charge and spin) ... 38.2 kcal/mol
Highest occupied orbital energy ... -0.34817 Eh
Gap between HOMO and LUMO ... 10.37 eV
Strongest force on any atom ... 0.009 Eh/bohr

Geometry as ORCA input:
```
! wB97M-V def2-TZVPD RIJCOSX def2/J DEFGRID3
* xyz 0 1
C 1.37105 0.86000 0.66074
C 0.22398 0.04069 0.09255
C -1.19362 0.56065 0.24933
N -2.07194 0.30220 -0.75933
O -1.53762 1.02409 1.32142
C 0.58078 -1.08821 -0.80648
N 0.04042 -1.35505 0.51134
H 2.16399 0.18449 1.00745
H 1.83376 1.52493 -0.08096
H 1.03578 1.46186 1.50784
H -1.76204 0.14714 -1.70309
H -3.02359 0.59953 -0.60833
H -0.03294 -1.38722 -1.65450
H 1.64644 -1.26438 -0.94802
H 0.72555 -1.61072 1.21003
*
```

***

15.
Molecular formula: C4H8N2O
Method: DFT, wB97M-V/def2-TZVPD

Summary:
Lowest unoccupied orbital energy ... 0.8 eV
Energy ... -9303.93800 eV
Structure (SMILES) ... C/C=N\C(O)=N/C
Relative energy (zero: lowest compared OMol25 entry of this formula, charge and spin) ... 56.6 kcal/mol
Highest occupied orbital energy ... -0.30974 Eh
Gap between HOMO and LUMO ... 9.19 eV
Strongest force on any atom ... 0.041 Eh/bohr

Geometry as ORCA input:
```
! wB97M-V def2-TZVPD RIJCOSX def2/J DEFGRID3
* xyz 0 1
C 1.96646 0.31136 -0.69680
C 1.37275 0.22530 0.66827
N 0.29376 0.73536 1.11179
C -0.79667 0.82820 0.30143
O -1.24186 2.08460 0.09192
N -1.30783 -0.14087 -0.34927
C -1.57779 -1.46424 0.12715
H 1.22980 0.61442 -1.43763
H 2.38655 -0.65597 -0.97233
H 2.78236 1.03562 -0.68877
H 2.07281 -0.09561 1.44019
H -2.15224 2.02226 -0.22934
H -1.38496 -2.15779 -0.69505
H -2.64820 -1.59222 0.31680
H -0.99493 -1.75042 1.01163
*
```

***

16.
Molecular formula: C4H8N2O
Method: DFT, wB97M-V/def2-TZVPD

Summary:
Lowest unoccupied orbital energy (spin up / spin down) ... 0.0 / 0.0 eV
Energy ... -9299.60414 eV
Relative energy (zero: lowest compared OMol25 entry of this formula, charge and spin) ... 156.6 kcal/mol
Highest occupied orbital energy (spin up / spin down) ... -0.27649 / -0.27651 Eh
Gap between HOMO and LUMO (spin up / spin down) ... 7.51 / 7.51 eV
Strongest force on any atom ... 0.034 Eh/bohr

Geometry as ORCA input:
```
! wB97M-V def2-TZVPD RIJCOSX def2/J DEFGRID3
* xyz 0 1
C -0.74176 -0.01769 0.08046
C 0.37921 0.60874 0.79707
N 1.62684 0.32015 0.26760
N -0.68875 -0.75766 -2.33682
C -0.53508 -0.61464 -1.09041
C 0.15414 1.40897 1.85726
O -1.96182 -0.15758 0.69025
H -1.81012 -0.27261 1.63948
H 1.73785 -0.56431 -0.21210
H 2.42290 0.71305 0.74341
H -1.27901 -0.10857 -2.87442
H -0.00165 -1.73633 -2.50286
H 0.56836 -2.34840 -1.62544
H -0.84513 1.70314 2.14003
H 0.97403 1.82374 2.42649
*
```